{
  "formula": "C19H24FN3O2",
  "method": "ωB97M-V with the def2-TZVPD basis set",
  "homo_energy_ev": -8.574,
  "gap_ha": 0.3412,
  "de_lowest_ev": 1.360,
  "smiles": "CCn1ccnc1CN1CCC[C@H](C(=O)c2cc(F)ccc2OC)C1",
  "energy_ev": -31375.1862,
  "multiplicity": 1,
  "species": ["F", "O", "O", "N", "N", "N", "C", "C", "C", "C", "C", "C", "C", "C", "C", "C", "C", "C", "C", "C", "C", "C", "C", "C", "C", "H", "H", "H", "H", "H", "H", "H", "H", "H", "H", "H", "H", "H", "H", "H", "H", "H", "H", "H", "H", "H", "H", "H", "H"],
  "positions_angstrom": [[-5.697, -0.461, 1.666], [-1.393, -1.456, -1.561], [-2.751, 1.735, -2.219], [1.482, -2.119, 1.471], [0.960, 1.274, 0.803], [2.602, -1.067, -0.112], [-0.339, 0.766, 0.399], [-4.180, -2.030, 0.778], [3.229, -0.010, -0.862], [-2.230, 1.166, -1.293], [-4.013, 0.307, 0.208], [4.695, 0.159, -0.467], [-4.631, -0.731, 0.884], [1.945, -3.031, 0.577], [-3.092, -2.305, -0.034], [0.838, 2.613, 1.349], [1.895, -0.951, 1.043], [1.622, 0.351, 1.714], [-2.449, -1.282, -0.723], [-0.889, 1.618, -0.739], [-1.029, 3.070, -0.256], [-0.857, -2.752, -1.712], [-2.907, 0.037, -0.580], [0.317, 3.557, 0.268], [2.641, -2.399, -0.411], [4.777, 0.401, 0.590], [1.021, 0.142, 2.614], [3.158, -0.254, -1.926], [-0.474, -3.138, -0.763], [0.220, 4.563, 0.678], [1.037, 3.588, -0.552], [-1.049, 0.764, 1.247], [1.826, 2.943, 1.683], [2.566, 0.809, 2.031], [-1.377, 3.700, -1.075], [3.139, -2.772, -1.283], [2.670, 0.908, -0.668], [0.158, 2.633, 2.219], [-0.200, -0.262, 0.070], [-2.749, -3.323, -0.116], [-4.678, -2.819, 1.318], [-0.175, 1.603, -1.569], [1.749, -4.077, 0.706], [5.145, 0.961, -1.045], [-1.771, 3.110, 0.545], [-0.031, -2.645, -2.413], [-4.386, 1.314, 0.302], [5.249, -0.759, -0.652], [-1.594, -3.445, -2.127]],
  "nbo_charge": [-0.325, -0.517, -0.517, -0.468, -0.448, -0.342, -0.243, -0.245, -0.224, 0.615, -0.237, -0.610, 0.367, -0.105, -0.297, -0.214, 0.344, -0.260, 0.376, -0.327, -0.387, -0.256, -0.188, -0.400, -0.110, 0.208, 0.207, 0.201, 0.191, 0.213, 0.202, 0.175, 0.200, 0.208, 0.230, 0.214, 0.245, 0.164, 0.230, 0.227, 0.231, 0.233, 0.206, 0.215, 0.196, 0.202, 0.235, 0.210, 0.177]
}


{
  "formula": "C19H24N2O3S",
  "method": "ωB97M-V with the def2-TZVPD basis set",
  "homo_energy_ev": -8.940,
  "gap_ha": 0.3474,
  "de_lowest_ev": 0.007,
  "smiles": "CCOCCCNC(=O)[C@@H](NC(=O)Cc1cccs1)c1ccccc1",
  "energy_ev": -40051.4569,
  "multiplicity": 1,
  "species": ["S", "O", "O", "O", "N", "N", "C", "C", "C", "C", "C", "C", "C", "C", "C", "C", "C", "C", "C", "C", "C", "C", "C", "C", "C", "H", "H", "H", "H", "H", "H", "H", "H", "H", "H", "H", "H", "H", "H", "H", "H", "H", "H", "H", "H", "H", "H", "H", "H"],
  "positions_angstrom": [[3.231, 1.066, -1.323], [-1.605, -1.738, 1.836], [0.858, -1.302, -0.924], [-0.326, 3.208, 1.453], [0.449, -0.810, 1.980], [-0.320, 1.207, 0.408], [-3.634, 1.502, 0.713], [2.019, -2.373, 0.923], [1.173, -2.043, 2.156], [0.341, -1.450, -2.233], [-0.872, -0.784, 1.702], [-4.066, -0.452, -1.197], [1.291, 2.838, -0.306], [-0.030, -0.097, -2.817], [3.012, 1.642, 1.161], [-2.883, -0.435, -0.480], [-5.034, 0.510, -0.963], [4.089, 0.733, 1.062], [-1.350, 0.599, 1.233], [1.191, -2.551, -0.348], [2.445, 1.931, -0.044], [0.124, 2.463, 0.610], [4.322, 0.336, -0.215], [-2.660, 0.539, 0.483], [-4.816, 1.487, -0.007], [1.003, 0.010, 1.781], [4.662, 0.392, 1.907], [-1.468, 1.246, 2.112], [0.272, -3.114, -0.127], [2.678, 2.079, 2.085], [1.561, 3.876, -0.091], [-0.540, -2.109, -2.211], [0.111, 0.609, -0.286], [1.821, -1.963, 3.034], [0.429, -2.823, 2.330], [5.070, -0.339, -0.580], [2.747, -1.577, 0.753], [-3.461, 2.268, 1.455], [-0.338, -0.228, -3.851], [-5.568, 2.239, 0.180], [-5.957, 0.496, -1.523], [1.777, -3.129, -1.079], [-0.853, 0.353, -2.267], [2.561, -3.300, 1.114], [0.976, 2.768, -1.349], [-2.138, -1.196, -0.652], [-4.233, -1.218, -1.940], [0.832, 0.566, -2.792], [1.103, -1.933, -2.866]],
  "nbo_charge": [0.452, -0.620, -0.579, -0.620, -0.622, -0.645, -0.152, -0.424, -0.225, -0.056, 0.683, -0.199, -0.537, -0.639, -0.299, -0.208, -0.215, -0.254, -0.172, -0.065, -0.172, 0.695, -0.424, -0.033, -0.224, 0.409, 0.229, 0.260, 0.180, 0.236, 0.253, 0.169, 0.435, 0.196, 0.230, 0.238, 0.220, 0.212, 0.224, 0.212, 0.212, 0.172, 0.220, 0.214, 0.235, 0.213, 0.209, 0.208, 0.168]
}


{
  "formula": "C19H24N2O4S",
  "method": "ωB97M-V with the def2-TZVPD basis set",
  "homo_energy_ev": -8.996,
  "gap_ha": 0.3244,
  "de_lowest_ev": 1.205,
  "smiles": "CCN(CC(=O)NC[C@@H]1CCCO1)S(=O)(=O)c1ccc2ccccc2c1",
  "energy_ev": -42098.3405,
  "multiplicity": 1,
  "species": ["S", "O", "O", "O", "O", "N", "N", "C", "C", "C", "C", "C", "C", "C", "C", "C", "C", "C", "C", "C", "C", "C", "C", "C", "C", "C", "H", "H", "H", "H", "H", "H", "H", "H", "H", "H", "H", "H", "H", "H", "H", "H", "H", "H", "H", "H", "H", "H", "H", "H"],
  "positions_angstrom": [[1.199, 2.214, -0.628], [2.576, 2.431, -0.296], [-2.123, -0.723, 1.840], [0.510, 1.350, 4.227], [0.553, 3.090, -1.562], [0.450, -0.061, 2.462], [0.322, 2.104, 0.787], [-0.943, -2.699, 1.280], [-1.273, -2.804, -3.830], [-1.343, 3.957, 0.837], [-1.339, -1.758, 2.425], [-2.098, -2.515, 0.302], [-0.131, -1.123, -2.529], [0.529, -3.465, -2.380], [1.855, -0.450, -0.664], [0.614, 1.150, 3.037], [-0.140, -1.163, 3.180], [-0.441, -3.795, -3.286], [0.050, 0.217, -2.122], [-1.123, -1.496, -3.460], [-2.402, -1.029, 0.484], [0.713, -2.126, -1.978], [1.000, 2.253, 2.050], [1.017, 0.531, -1.213], [-1.081, 2.459, 0.718], [1.707, -1.754, -1.044], [-0.008, -2.368, 0.825], [-0.560, 1.003, -2.539], [-1.758, -0.728, -3.874], [-0.827, -3.725, 1.620], [-3.445, -0.772, 0.286], [-1.434, 2.110, -0.254], [-0.792, 4.483, 0.062], [1.171, -4.225, -1.960], [-2.954, -3.116, 0.610], [0.799, 3.219, 2.525], [-0.454, -0.763, 4.148], [-0.574, -4.823, -3.590], [0.452, -0.099, 1.453], [-1.759, -0.423, -0.171], [-1.838, -2.761, -0.724], [-1.969, -2.296, 3.150], [-1.610, 1.906, 1.501], [-1.038, 4.332, 1.811], [2.353, -2.522, -0.641], [-2.032, -3.084, -4.544], [2.072, 2.197, 1.844], [0.600, -1.954, 3.350], [2.617, -0.138, 0.033], [-2.405, 4.152, 0.713]],
  "nbo_charge": [2.339, -0.935, -0.541, -0.618, -0.934, -0.622, -0.703, -0.428, -0.209, -0.628, 0.092, -0.435, -0.106, -0.212, -0.230, 0.668, -0.240, -0.201, -0.113, -0.174, -0.064, 0.026, -0.323, -0.347, -0.224, -0.195, 0.200, 0.234, 0.217, 0.222, 0.189, 0.209, 0.227, 0.216, 0.207, 0.219, 0.239, 0.220, 0.408, 0.160, 0.224, 0.178, 0.223, 0.207, 0.221, 0.220, 0.263, 0.193, 0.246, 0.217]
}


{
  "formula": "C19H24N2O7",
  "method": "ωB97M-V with the def2-TZVPD basis set",
  "homo_energy_ev": -7.853,
  "gap_ha": 0.2891,
  "de_lowest_ev": 15.065,
  "energy_ev": -37388.7355,
  "multiplicity": 1,
  "species": ["O", "O", "O", "O", "O", "O", "O", "N", "N", "C", "C", "C", "C", "C", "C", "C", "C", "C", "C", "C", "C", "C", "C", "C", "C", "C", "C", "C", "H", "H", "H", "H", "H", "H", "H", "H", "H", "H", "H", "H", "H", "H", "H", "H", "H", "H", "H", "H", "H", "H", "H", "H"],
  "positions_angstrom": [[-4.132, -0.715, -0.839], [5.026, -0.125, 0.004], [1.217, -0.170, 2.538], [2.068, -2.650, 1.704], [1.150, -1.619, -0.083], [-2.919, -2.024, 0.648], [1.015, 2.549, -0.539], [3.287, 1.083, -1.103], [-0.796, -0.689, 1.825], [0.861, 1.446, -1.098], [-1.031, 1.740, 1.937], [3.559, -2.349, -0.186], [-1.405, 0.264, 1.417], [-2.630, 2.832, 0.929], [0.876, -2.647, 2.268], [-2.610, 0.494, 0.607], [4.161, -0.076, -0.767], [3.406, 2.134, -0.402], [-4.624, -1.699, -1.264], [1.984, 0.892, -1.786], [-3.244, 1.726, 0.351], [0.462, -1.008, 2.020], [-3.231, -0.852, 0.236], [-5.777, -1.221, -2.164], [3.853, -1.305, -1.616], [2.222, 2.565, 0.437], [2.146, -2.238, 0.248], [-1.596, 3.043, 1.758], [2.289, 1.585, -2.540], [-4.050, 1.804, -0.272], [-3.010, 3.672, 0.743], [0.037, -3.158, 1.821], [1.900, -0.086, -2.261], [4.694, -1.802, -1.828], [-1.044, 3.651, 2.179], [-6.284, -2.033, -2.751], [4.359, 2.326, 0.272], [0.107, 1.558, 2.650], [2.060, 1.780, 1.460], [2.255, 3.383, 0.855], [3.540, -3.442, -0.436], [4.256, -2.494, 0.579], [-0.053, 1.490, -1.661], [2.915, -1.434, -1.868], [1.087, -2.675, 3.193], [-5.497, -0.554, -2.978], [0.556, 0.677, -0.209], [-3.848, -2.206, -1.778], [-6.553, -0.576, -1.794], [3.623, 2.981, -1.337], [-5.166, -2.322, -0.485], [-1.472, -1.504, 1.368]],
  "nbo_charge": [-0.486, -0.572, -0.622, -0.527, -0.572, -0.638, -0.521, -0.484, -0.660, -0.044, -0.188, -0.511, 0.260, -0.200, -0.084, -0.206, 0.700, -0.220, -0.031, -0.243, -0.193, 0.687, 0.784, -0.637, -0.445, -0.054, 0.809, -0.209, 0.194, 0.231, 0.184, 0.175, 0.223, 0.246, 0.214, 0.208, 0.253, 0.229, 0.204, 0.160, 0.249, 0.279, 0.200, 0.220, 0.199, 0.204, 0.115, 0.165, 0.216, 0.140, 0.156, 0.448]
}